(1)
# C10H16O

A 2-piece molecular cluster, C10H16O overall (ωB97M-V with the def2-TZVPD basis set, the OMol25 dataset).

Geometry as XYZ:
```
27
Properties=species:S:1:pos:R:3:forces:R:3
H 0.82617 1.75532 -1.38138 -0.66 1.43 -1.34
C 1.11911 -3.05075 0.09341 0.32 -0.90 3.12
H 0.09709 4.48694 -0.40830 0.14 -0.56 0.42
C -1.65683 0.99791 -0.31334 0.63 -0.20 2.65
C 1.10756 -2.97470 1.48475 -3.58 0.67 1.66
H 1.55224 -4.03916 -0.18492 0.09 1.45 -0.97
C 0.68906 2.82466 -1.76257 0.38 0.60 -0.12
H -2.61091 -0.88048 -0.54419 -3.40 -1.48 0.31
C -0.59665 -1.25421 1.35232 -1.01 0.33 2.21
O 1.74505 -3.90240 2.19156 -1.34 -3.68 -8.95
H -1.87262 1.21130 0.80750 -0.75 -0.96 -1.75
H 0.39585 -2.34722 -1.69975 -0.86 0.63 1.91
H -2.23169 1.64419 -0.90291 -1.08 0.95 -0.77
C -0.64535 -1.31768 -0.05616 -0.56 1.37 2.31
H -1.40781 -0.59939 -1.84413 -0.88 0.39 -0.01
H -1.15001 -0.38344 1.87092 0.49 -1.89 -0.72
C 0.27177 -2.17895 -0.54207 0.85 -1.88 -6.15
H -0.12331 -2.27698 3.29836 0.59 0.15 -1.77
H 1.02596 2.99984 0.30585 -0.20 1.26 0.24
C 0.89672 3.74125 -0.50570 1.62 -0.44 -1.06
H 2.00653 -3.74758 2.97344 2.57 2.42 8.98
H 1.82853 4.31525 -0.69001 -0.37 -0.31 0.72
C 0.06353 -2.22668 2.17267 1.23 1.74 -1.40
H 1.40375 3.02384 -2.64355 -1.03 -0.24 1.49
H -0.32285 3.19644 -2.03710 0.43 -1.61 -0.60
C -1.73305 -0.47200 -0.80274 5.95 1.33 0.46
H -0.67780 1.45470 -0.23196 0.46 -0.56 -0.88
```
Forces are in eV/Å.

Computed properties:
Kohn-Sham gap (eV): 9.34
Charge: 0
ΔE to the lowest compared entry with this formula, charge and spin (eV): 4.180
E (a.u.): -465.74420
LUMO level (Ha): 0.0329


(2)
# C5H7N

One molecule with the formula C5H7N (ωB97M-V with the def2-TZVPD basis set, the OMol25 dataset).

Geometry as XYZ:
```
13
Properties=species:S:1:pos:R:3:forces:R:3
H 1.19845 2.11143 0.24146 -0.15 -0.07 0.14
C 1.17839 -0.17630 0.34116 0.03 -0.02 -0.04
C 0.08141 -1.10355 -0.17613 0.20 -0.09 -0.07
H -1.73688 -0.52173 -1.41383 0.11 0.05 0.09
H 2.15715 -0.36620 -0.11135 -0.16 0.05 -0.07
N -1.16686 -1.13020 0.57711 -0.03 0.02 0.22
H 0.35786 -2.00906 -0.70960 -0.12 0.03 0.22
C -1.06786 -0.25886 -0.59928 -0.05 0.10 -0.26
C 0.63138 1.20585 0.05133 -0.16 0.04 0.01
H -1.07064 -0.58656 1.43356 -0.02 -0.02 -0.12
C -0.61526 1.15599 -0.42171 0.15 0.02 0.06
H -1.23845 2.01309 -0.65746 0.13 -0.11 -0.02
H 1.30683 -0.31277 1.42544 0.08 0.01 -0.17
```
Forces are in eV/Å.

Computed properties:
Kohn-Sham gap (eV): 10.11
Charge: 0
ΔE to the lowest compared entry with this formula, charge and spin (eV): 1.606
E (a.u.): -249.41423
LUMO level (Ha): 0.0427


(3)
# C3H11N2S

A 2-piece molecular cluster, C3H11N2S overall (ωB97M-V with the def2-TZVPD basis set, the OMol25 dataset).

Geometry as XYZ:
```
17
Properties=species:S:1:pos:R:3:forces:R:3
H -1.96444 -0.57877 -1.51021 -0.29 -0.65 -0.31
H 1.69514 -1.05591 1.06442 0.17 -0.45 -0.07
H 2.36989 1.27056 1.20559 -0.13 -0.03 0.34
H -2.88636 -2.14703 1.56157 0.47 0.48 0.20
N -2.68278 -1.83371 0.62133 -1.19 -0.14 0.29
H 0.59884 1.32849 1.04362 -0.09 -0.32 -0.01
N -1.26895 -1.13234 -1.02664 -0.73 0.61 -0.27
H -0.39300 -1.23247 -1.50634 0.71 0.46 0.68
C 1.75506 2.19843 -0.59269 -0.80 -1.16 0.32
H 1.70409 3.20135 -0.19807 0.55 0.26 0.20
S 1.74484 -0.53407 -0.16546 -0.12 0.38 0.49
H 0.93295 2.15566 -1.30402 0.09 -0.19 -0.35
H 2.69210 1.90453 -1.05428 0.13 0.69 -0.34
H -3.49700 -1.95816 0.02887 0.42 0.06 -0.47
H -0.83187 -1.30982 1.07871 0.82 -0.51 -0.66
C -1.50540 -1.43286 0.23368 -0.58 -0.29 0.46
C 1.53690 1.15612 0.51992 0.57 0.79 -0.50
```
Forces are in eV/Å.

Computed properties:
Kohn-Sham gap (eV): 8.48
Charge: +1
ΔE to the lowest compared entry with this formula, charge and spin (eV): 1.019
E (a.u.): -628.33972
LUMO level (Ha): -0.1578


(4)
# C3H6O3

One molecule with the formula C3H6O3 (ωB97M-V with the def2-TZVPD basis set, the OMol25 dataset).

Geometry as XYZ:
```
12
Properties=species:S:1:pos:R:3:forces:R:3
O 0.92782 -0.00181 -0.10788 -2.10 -2.41 1.09
H -1.98010 1.00360 0.11691 0.94 0.01 -2.61
O -0.99239 -1.16951 0.46074 1.32 1.01 -1.24
H 1.75912 -1.99494 0.60629 -0.74 2.00 0.12
C -1.34973 0.73418 -0.87610 0.92 0.66 1.93
C -0.42688 -0.27813 -0.16591 -1.04 -0.25 0.43
C 1.44862 -0.93527 0.95516 1.75 0.94 0.63
H -1.98032 0.14815 -1.58334 0.48 0.94 0.33
O -0.62880 1.85651 -1.48410 -0.43 -1.35 1.20
H 0.19603 1.98515 -0.95090 -1.06 -0.23 -0.65
H 0.64141 -1.02671 1.75723 1.57 0.17 -1.04
H 2.38522 -0.32121 1.27189 -1.62 -1.50 -0.19
```
Forces are in eV/Å.

Computed properties:
Kohn-Sham gap (eV): 11.21
Charge: 0
ΔE to the lowest compared entry with this formula, charge and spin (eV): 1.939
E (a.u.): -343.58329
LUMO level (Ha): 0.0272


(5)
# C2H7NO2

A 2-piece molecular cluster, C2H7NO2 overall (ωB97M-V with the def2-TZVPD basis set, the OMol25 dataset).

Geometry as XYZ:
```
12
Properties=species:S:1:pos:R:3:forces:R:3
C -0.74549 -3.01127 -1.29419 0.65 0.53 -0.38
N 1.09088 2.93318 1.98996 0.24 -0.99 0.08
H -0.62970 -2.11574 -0.67461 0.17 -0.34 0.31
H -1.13917 -3.85757 -0.68877 0.14 0.57 -0.67
C 0.11587 3.15134 0.99101 0.27 1.38 2.28
H 1.17692 2.00852 2.39888 -0.57 -0.30 -0.68
H 0.19041 4.18322 0.59952 0.11 -0.22 -0.22
H 1.19915 3.52998 2.79822 -0.11 1.02 -0.75
H 0.38136 -3.26821 -2.84092 0.31 -0.13 -0.01
O 0.54026 -3.33368 -1.89679 -0.88 0.05 0.39
H -1.39315 -2.64209 -2.10182 -0.39 -0.68 0.37
O -0.78733 2.42233 0.71949 0.06 -0.90 -0.72
```
Forces are in eV/Å.

Computed properties:
Kohn-Sham gap (eV): 11.23
Charge: 0
ΔE to the lowest compared entry with this formula, charge and spin (eV): 1.857
E (a.u.): -285.60357
LUMO level (Ha): 0.0351


(6)
# C23H17BrIN2O2Pd

C23H17BrIN2O2Pd as an isolated structure (ωB97M-V with the def2-TZVPD basis set, the OMol25 dataset).

Geometry as XYZ:
```
47
Properties=species:S:1:pos:R:3:forces:R:3
C -1.33461 3.37929 0.96928 0.01 -0.02 -0.01
C 2.36179 -3.47453 -0.40697 0.00 0.00 0.00
H -2.85558 0.18967 -5.33867 0.00 0.00 0.00
H -1.34687 4.82010 2.54621 0.00 0.00 0.00
H -0.91859 3.33873 -1.76455 0.01 0.00 -0.01
Pd -0.23701 -0.26045 -0.89083 0.06 -0.05 -0.01
N 1.60158 -0.28433 1.33778 0.02 0.00 -0.01
C 3.85824 -3.14710 1.49088 0.00 0.01 0.00
C -5.66454 1.00529 -3.64048 -0.01 -0.01 0.00
C 4.78440 -1.65433 3.63452 -0.01 0.00 0.00
H -2.08329 3.89252 0.38307 0.00 0.01 0.00
H -6.61614 1.50114 -3.77519 0.00 0.00 0.00
H 3.29384 -0.22133 3.11567 0.00 0.00 0.00
C 3.74045 -1.17538 2.87743 0.00 -0.01 0.01
O 0.74261 -1.93042 -0.94971 0.05 -0.04 0.04
H 3.85255 -4.85142 0.15887 0.00 0.00 0.00
H 1.30587 1.49459 3.08652 0.00 0.00 0.00
C -0.91930 3.89384 2.18870 0.02 0.00 0.02
H -6.05055 0.51915 -1.58388 0.01 0.01 0.00
O -1.16143 1.58906 -0.67100 0.00 0.05 -0.07
H 5.14782 -1.06983 4.46943 0.00 0.00 0.00
H -1.46072 1.89790 -2.66829 0.00 -0.01 0.01
H -2.60679 2.74990 -1.60846 0.00 0.01 0.00
I -1.41166 -1.26812 -3.10973 0.02 -0.01 -0.03
H -5.01371 1.33691 -5.66077 0.00 0.00 0.00
C 3.25273 -1.91632 1.79119 0.00 0.00 0.00
C -4.13823 -0.19133 -2.22038 0.02 0.00 -0.03
C -1.56588 2.46419 -1.74891 -0.06 -0.02 0.05
C 1.70866 -2.23155 -0.14866 -0.02 0.02 0.01
C 0.17022 1.51497 1.27936 -0.01 0.00 -0.02
C 4.92447 -3.61908 2.27537 0.00 0.00 0.01
N 0.67841 0.30467 0.72530 -0.04 -0.01 -0.01
Br -3.76718 -0.91718 -0.51916 -0.01 0.00 0.02
H 2.00502 -4.05326 -1.24711 0.00 0.00 0.00
C 3.37683 -3.90214 0.37588 0.00 0.00 0.00
C 5.38419 -2.88386 3.33801 0.00 -0.01 0.00
C 0.02770 3.22218 2.95073 -0.02 0.02 0.00
C -0.78234 2.19231 0.52927 -0.04 0.00 0.01
C 0.57215 2.03144 2.50375 0.00 -0.01 -0.02
C 2.14785 -1.44652 0.96089 -0.02 -0.01 0.00
H 6.20438 -3.24706 3.94162 0.00 0.00 0.00
C -3.24581 -0.28453 -3.28252 -0.01 0.05 0.03
C -4.77046 0.91218 -4.69675 0.01 0.00 0.00
C -5.35204 0.45723 -2.40674 0.00 0.00 0.00
C -3.55722 0.26670 -4.51937 0.00 0.01 0.03
H 5.37644 -4.57107 2.02597 0.00 0.00 0.00
H 0.34176 3.62720 3.90241 0.00 0.00 0.00
```
Forces are in eV/Å.

Computed properties:
Kohn-Sham gap (eV): 6.90
Charge: +1
ΔE to the lowest compared entry with this formula, charge and spin (eV): 0.000
E (a.u.): -4145.99676
LUMO level (Ha): -0.1395


(7)
# C5H13NO2

C5H13NO2 as an isolated structure (ωB97M-V with the def2-TZVPD basis set, the OMol25 dataset).

Geometry as XYZ:
```
21
Properties=species:S:1:pos:R:3:forces:R:3
C 0.38451 1.02834 2.19562 0.07 -0.19 -0.17
H -2.15342 -0.33965 -0.66926 0.04 -0.02 0.00
C 0.01486 -1.54668 -1.70860 -0.40 0.09 -0.73
O 0.85266 -0.15865 0.15921 -0.43 -0.40 -0.77
H -0.80581 -0.59018 1.98190 0.06 0.02 0.03
H 2.07711 1.34279 0.88838 -0.10 -0.09 -0.06
H -2.42100 0.35603 -2.27996 0.08 -0.05 0.00
H -0.76919 -2.26454 -1.49989 -0.05 0.07 0.35
H 1.12474 0.27664 -2.87823 -0.03 -0.04 0.06
C 1.45660 0.49645 1.23304 0.20 -0.39 0.34
H 2.13473 -0.17621 1.78860 -0.10 0.06 -0.02
H 0.84985 1.57762 3.01938 0.01 -0.01 -0.05
H 0.72072 -1.22516 -0.53689 0.07 1.38 0.75
N -0.48916 -0.00576 2.75033 0.06 0.01 0.01
C -1.72842 0.30342 -1.43393 0.06 0.08 0.04
O 0.27443 0.65584 -2.61618 -0.28 -0.29 0.29
H -0.24361 1.73605 1.64589 0.03 0.02 0.02
H 0.04690 -0.61172 3.36452 -0.04 0.03 -0.05
H -1.60419 1.31007 -1.04175 0.03 0.00 0.02
C -0.42413 -0.22778 -1.90750 0.43 -0.44 -0.14
H 0.70183 -1.93691 -2.45467 0.30 0.15 0.09
```
Forces are in eV/Å.

Computed properties:
Kohn-Sham gap (eV): 9.03
Charge: 0
ΔE to the lowest compared entry with this formula, charge and spin (eV): 3.685
E (a.u.): -403.44120
LUMO level (Ha): 0.0229


(8)
# CH5O3P2S

An isolated ion of composition CH5O3P2S and charge -1 (ωB97M-V with the def2-TZVPD basis set, the OMol25 dataset).

Geometry as XYZ:
```
12
Properties=species:S:1:pos:R:3:forces:R:3
H 1.52660 0.67274 1.31692 0.18 0.62 -0.53
O -2.95933 0.70446 -1.14623 -0.90 -0.16 0.31
H 3.63262 -0.82923 -0.20266 -1.58 -0.38 -0.32
O -2.52212 -1.47032 -0.06320 -0.44 -0.94 0.29
S -2.43678 -0.03342 0.02494 0.18 0.86 -2.50
C 1.51102 0.58225 0.22171 1.17 -1.98 0.26
P 2.15160 -1.21558 -0.14441 2.18 1.67 1.60
H -0.52056 1.87063 -0.54853 -0.20 0.81 -0.05
O -2.63024 0.58127 1.30626 -0.75 0.37 1.42
H -0.06405 0.13138 -1.66164 0.15 -0.30 -1.20
H 2.48660 -1.55077 1.27790 -0.64 0.14 -1.18
P -0.17537 0.55657 -0.38106 0.65 -0.73 1.90
```
Forces are in eV/Å.

Computed properties:
Kohn-Sham gap (spin up / spin down) (eV): 5.10 / 7.45
Charge: -1
ΔE to the lowest compared entry with this formula, charge and spin (eV): 0.000
Spin multiplicity: 3
E (a.u.): -1347.58099
LUMO level (spin up / spin down) (Ha): 0.1445 / 0.0649


(9)
# C5H12N2O

A 2-piece molecular cluster, C5H12N2O overall (ωB97M-V with the def2-TZVPD basis set, the OMol25 dataset).

Geometry as XYZ:
```
20
Properties=species:S:1:pos:R:3:forces:R:3
C -1.84651 -1.08661 -1.05044 -0.17 0.27 0.02
H 0.63976 0.97675 -1.42735 -0.15 -0.02 0.11
N 0.56837 1.88416 1.27488 0.31 0.19 -0.01
C 1.53748 1.30992 -0.91281 0.39 -0.04 -0.15
H -1.98910 -0.49650 1.51816 -0.03 0.06 0.05
C -1.77926 -1.61094 -2.27171 0.18 -0.26 0.22
H 0.71266 1.82281 2.27214 -0.13 0.07 0.01
H -0.00612 -1.51447 -0.40043 0.01 0.13 0.06
C 1.44232 1.09255 0.57278 -0.05 -0.29 -0.02
H -2.65956 -1.64713 -2.89212 0.06 0.11 -0.15
H -1.41759 -2.17305 1.52031 -0.10 -0.05 -0.05
H -2.76836 -0.62210 -0.71481 -0.08 -0.08 0.06
H -0.29884 -0.86665 1.88333 0.08 0.12 0.02
H 1.72192 2.34890 -1.17116 -0.07 0.21 0.03
C -1.15001 -1.14191 1.26806 0.03 -0.06 0.07
H 0.39252 2.80913 0.91704 -0.16 -0.05 -0.01
H 2.38752 0.72310 -1.25823 -0.10 0.01 -0.06
N -0.81370 -0.96294 -0.13344 0.18 -0.29 -0.17
O 2.07347 0.21339 1.12730 -0.09 -0.07 0.06
H -0.86521 -2.08750 -2.61205 -0.10 0.02 -0.12
```
Forces are in eV/Å.

Computed properties:
Kohn-Sham gap (eV): 9.01
Charge: 0
ΔE to the lowest compared entry with this formula, charge and spin (eV): 1.313
E (a.u.): -382.45427
LUMO level (Ha): 0.0327


(10)
# C5H11NO

One molecule with the formula C5H11NO (ωB97M-V with the def2-TZVPD basis set, the OMol25 dataset).

Geometry as XYZ:
```
18
Properties=species:S:1:pos:R:3:forces:R:3
H -1.01599 1.72686 0.54907 -0.07 -0.12 -0.06
H 0.83561 1.38132 -1.42276 -0.02 -0.14 -0.03
H -1.55744 1.25939 -1.07521 0.02 -0.10 0.14
C -1.37996 -1.37542 0.75976 -0.05 -0.01 -0.07
C 1.45841 0.08953 0.97182 0.07 0.03 -0.01
H 1.29843 1.16072 1.14588 -0.05 -0.15 0.01
N -0.80782 -0.32964 0.10288 -0.06 -0.23 0.14
H 2.52383 -0.04563 0.76416 -0.09 -0.02 0.00
H -2.43915 -1.18467 0.99259 -0.08 0.01 0.04
C 0.62027 -0.41682 -0.20496 0.19 -0.05 0.04
C 0.95884 0.29552 -1.51020 0.04 0.05 -0.01
H 0.33618 -0.06886 -2.33546 0.10 0.08 0.14
O -0.83838 -2.42368 1.05621 0.01 0.33 -0.14
H 1.21628 -0.46916 1.88261 0.01 0.13 -0.17
H 0.81431 -1.48649 -0.32029 0.00 0.12 -0.01
H -2.52954 0.82452 0.33938 0.19 -0.01 -0.04
H 2.00771 0.11258 -1.76299 -0.15 -0.01 0.02
C -1.50549 0.93368 -0.03069 -0.05 0.09 -0.01
```
Forces are in eV/Å.

Computed properties:
Kohn-Sham gap (eV): 10.19
Charge: 0
ΔE to the lowest compared entry with this formula, charge and spin (eV): 0.437
E (a.u.): -327.11530
LUMO level (Ha): 0.0324


(11)
# FH3S

A 2-piece molecular cluster, FH3S overall (ωB97M-V with the def2-TZVPD basis set, the OMol25 dataset).

Geometry as XYZ:
```
5
Properties=species:S:1:pos:R:3:forces:R:3
H -1.30017 0.99662 0.32003 0.08 -0.04 0.02
F 2.16932 -0.02050 -0.22541 0.98 0.01 -0.06
H 1.24529 -0.00506 -0.13818 -0.38 -0.03 0.19
S -0.73057 -0.02338 -0.33771 -0.81 0.03 -0.18
H -1.38387 -0.94767 0.38126 0.12 0.03 0.03
```
Forces are in eV/Å.

Computed properties:
Kohn-Sham gap (eV): 11.42
Charge: 0
ΔE to the lowest compared entry with this formula, charge and spin (eV): 0.000
E (a.u.): -499.83988
LUMO level (Ha): 0.0223


(12)
# C4H16N2O

A 3-piece molecular cluster, C4H16N2O overall (ωB97M-V with the def2-TZVPD basis set, the OMol25 dataset).

Geometry as XYZ:
```
23
Properties=species:S:1:pos:R:3:forces:R:3
H -0.72305 -2.35673 -0.10554 0.59 1.84 -1.00
C -1.20719 -0.33358 0.42271 -6.26 -3.59 -0.04
H 1.42210 -0.91506 0.72687 -1.28 -0.29 -0.81
H -1.44940 -1.41693 2.47523 0.11 0.19 -1.26
H 1.92045 0.63174 -1.63989 -1.48 0.45 2.07
H 1.58346 -1.43631 -0.95100 -0.39 0.07 0.62
C 0.94476 -0.81115 -0.29163 2.82 -2.25 -0.76
H -2.82737 -1.82325 1.39570 0.91 -0.11 -0.92
N 1.38542 0.64561 -0.69178 5.16 -4.39 0.95
H -2.26819 1.03518 -1.46482 0.60 1.35 -0.86
H -3.19876 0.61941 -0.22182 -0.48 0.92 0.49
H -2.78131 -0.34955 2.25932 1.60 -0.39 -1.61
H -3.29568 -0.22078 -1.50665 1.03 -0.76 0.02
H 0.52894 1.01860 -0.67852 -3.34 3.58 -0.35
C -0.56350 -1.27876 -0.51622 2.88 -0.39 -1.18
H 2.10043 0.85752 0.17577 -1.34 1.01 -2.60
H 4.16276 1.93819 -0.28719 -0.87 -0.21 0.30
C -2.08004 -1.04704 1.61758 -0.71 2.12 1.30
H -0.87639 0.60670 0.74983 0.68 1.38 -0.12
N -2.58702 0.27065 -0.93642 -0.93 -0.79 2.43
H -0.72246 -1.28396 -1.74825 -0.02 0.27 3.59
H 4.12730 2.28103 1.14153 -1.10 -0.45 -0.03
O 3.51803 1.90294 0.46027 1.84 0.44 -0.22
```
Forces are in eV/Å.

Computed properties:
Kohn-Sham gap (eV): 10.57
Charge: +2
ΔE to the lowest compared entry with this formula, charge and spin (eV): 4.405
E (a.u.): -345.99139
LUMO level (Ha): -0.3140